This record from the Open Molecules 2025 dataset describes a molecular structure, C33H16Cl7MoN5O4 in a non-equilibrium geometry. The level of theory is the ωB97M-V functional and the def2-TZVPD basis.

```
66
Properties=species:S:1:pos:R:3:forces:R:3
Mo 0.18157 -0.49712 -0.11023 -1.2430 -2.1775 -0.4842
O 2.99862 -3.26763 -1.25457 -0.7196 0.8967 -0.5122
C 2.10213 -2.42031 -1.23609 0.6521 -1.6829 1.8558
N 1.21290 -2.22595 -0.20651 0.9857 0.6726 -1.1974
C 0.88556 -3.15959 0.73572 0.0715 -1.4695 0.7044
C 1.22962 -4.51288 0.66357 -0.0800 0.1276 0.2525
C 0.71258 -5.38113 1.62437 0.2071 -0.0890 -0.2667
C -0.12478 -4.91728 2.62849 -0.2698 0.3793 0.2007
C -0.47785 -3.56829 2.70509 0.3006 0.0147 -0.2356
C 0.04267 -2.68746 1.74622 -0.1805 -1.4553 1.0021
N -0.28080 -1.35421 1.64991 -0.1673 1.4413 0.6201
C -0.94823 -0.61882 2.58759 0.3512 -2.0894 0.8939
O -1.25437 -0.99236 3.72682 0.1654 0.7708 -0.9417
C -1.29367 0.71099 2.08088 -0.2818 1.4685 -0.4591
C -1.90253 1.65732 2.88164 -0.1682 0.4295 0.1654
C -2.23167 2.90627 2.33690 0.2921 -0.6459 -0.3767
C -1.94689 3.12296 0.98407 -0.1556 0.2635 0.3219
C -1.33923 2.12528 0.23871 -0.2596 0.1829 0.3040
N -1.00547 0.95366 0.78020 -0.8880 0.9395 0.9460
C 1.81887 -1.51651 -2.34267 -0.5514 1.1586 -1.8448
C 2.55001 -1.50702 -3.53556 -0.1744 -0.1089 0.4616
C 2.11948 -0.69569 -4.58020 -0.3854 0.1141 0.5004
C 0.96084 0.07642 -4.40371 0.3428 -0.2577 -0.3458
C 0.29567 0.03049 -3.19498 0.2981 -0.5012 0.1281
N 0.71676 -0.74897 -2.19275 0.6605 -0.0005 -0.8507
H 1.88907 -4.82147 -0.14462 -0.2255 -0.1551 0.3749
H 0.95574 -6.44188 1.59347 0.0172 0.2269 -0.0726
H -0.52322 -5.61254 3.36066 0.0441 0.0748 -0.0663
H -1.13589 -3.15876 3.46766 0.2081 -0.3558 -0.1666
H -2.10811 1.39229 3.92149 0.0754 0.0932 -0.3816
H -2.70955 3.66880 2.94678 0.1180 -0.1156 -0.1558
H -2.17074 4.06644 0.49462 -0.0547 -0.1454 0.1456
H -1.12522 2.27919 -0.81655 0.1019 -0.1088 0.1708
H 3.42851 -2.15084 -3.59188 -0.2708 0.2043 -0.0571
H 2.68234 -0.67771 -5.50507 -0.1336 0.0726 -0.0174
H 0.55993 0.70174 -5.19642 0.1609 -0.1118 0.0856
H -0.61771 0.58973 -3.02542 0.1051 0.0554 0.0301
Cl -5.90437 0.21029 -3.86936 -0.4206 0.1872 -0.3074
C -4.64828 -0.43824 -2.92732 0.8124 -0.4053 0.6860
C -4.62791 -0.23210 -1.53263 0.5279 -0.4050 -0.7328
Cl -5.87650 0.64088 -0.77665 -0.4036 0.2244 0.1748
C -3.57126 -0.72900 -0.77441 -0.0215 0.0037 -0.4978
Cl -3.59880 -0.62264 0.93444 -0.4015 -0.1621 0.0802
C -2.46450 -1.36397 -1.37739 0.2427 -0.0289 0.2466
O -1.41197 -1.70922 -0.66436 -0.3027 0.4000 -0.4839
C -2.55471 -1.66549 -2.74990 -0.4597 0.3996 -0.0133
Cl -1.32929 -2.62613 -3.46068 0.0335 -0.3786 -0.1235
C -3.62236 -1.19601 -3.52384 -0.2370 0.3185 0.9645
Cl -3.68761 -1.52674 -5.18954 0.0294 -0.1033 -0.5130
Cl 1.69388 2.95474 -2.67316 -0.0942 0.0315 -0.4470
C 2.05103 3.11583 -1.01756 0.4101 0.1484 1.5531
C 2.64123 4.29187 -0.51573 0.2824 0.3060 0.9614
C 2.92840 4.43068 0.84386 -0.6094 -0.7934 -1.5769
Cl 3.68729 5.85585 1.38729 0.2704 0.6131 0.2694
C 2.59405 3.40292 1.75497 -0.2571 -0.4628 0.0314
C 2.76735 3.46429 3.15005 -0.0322 -0.3836 0.6389
C 2.34846 2.39922 3.92833 0.3777 0.8316 -0.0727
C 1.77577 1.28018 3.31856 -0.2916 -0.7490 -0.8933
N 1.60700 1.16494 2.00469 0.3929 0.3490 1.0635
C 1.99887 2.21162 1.24216 0.5252 0.7605 0.9405
C 1.77626 2.08362 -0.13001 -0.4639 0.3644 -1.1718
O 1.25656 0.96134 -0.54959 1.2490 0.9269 -1.0426
H 2.87863 5.11687 -1.18019 -0.0293 -0.1840 0.0107
H 3.23219 4.33894 3.60431 -0.1496 -0.2219 -0.1209
H 2.46782 2.41289 5.00811 -0.0167 0.0395 -0.1922
H 1.44588 0.42545 3.91788 0.0881 0.2571 -0.1634
```
Forces are in eV/Å.

As for the energy: -139637.3336 eV. The relative energy (zero: lowest compared OMol25 entry of this formula, charge and spin) comes out at 0.0 kcal/mol. The expectation value of S² is 2.02. The orbital gap (spin up / spin down) comes out at 6.313 / 6.508 eV. As for the multiplicity: 3. Its lowest unoccupied orbital energy (spin up / spin down) is -0.910 / -1.090 eV. As for the molar mass: 890.633 u.